(1)
A 12-piece molecular cluster, C64H72O2 overall at a distorted geometry, computed with ωB97M-V/def2-TZVPD.

The HOMO energy comes out at -8.987 eV. As for the HOMO-LUMO gap: 9.599 eV. The value obtained for the calculated total energy is -2632.26427 hartree. Its SMILES is c1ccccc1.c1ccccc1.c1ccccc1.c1ccccc1.c1ccccc1.c1ccccc1.c1ccccc1.c1ccccc1.c1ccccc1.c1ccccc1.CCO.CCO.

Structure (XYZ):
```
138
Properties=species:S:1:pos:R:3:forces:R:3:lowdin_charge:R:1
C -0.26209 -0.40097 0.39776 0.35 0.63 -0.46 -0.074
C -0.51399 5.24404 -1.07954 0.79 -0.83 0.07 -0.091
H 5.30788 2.38991 -0.67878 0.47 -0.03 -0.13 0.094
H 3.58876 -3.30965 -4.16790 0.30 -0.62 -0.50 0.094
H 2.42030 -3.82719 1.45479 -0.27 0.27 0.16 0.082
H 2.94082 5.69563 0.50442 1.23 -0.10 0.56 0.086
H 7.53767 1.35169 0.15038 0.26 -0.07 -0.22 0.090
C -5.84462 -0.33290 3.42008 0.72 0.28 -0.26 -0.096
C 2.59248 -0.62160 5.59991 -0.77 0.66 0.08 -0.269
C -4.50807 -0.10013 3.71974 0.43 1.32 0.32 -0.096
H 2.65869 -0.63008 6.67511 -0.35 -0.21 0.49 0.097
H -3.13509 2.68818 -2.85135 -0.30 0.06 -0.05 0.085
C -3.73773 -2.51188 -2.99302 0.13 -0.62 -0.67 -0.113
H 1.88749 1.96205 2.58397 -0.66 -0.54 -0.30 0.098
H -4.59260 4.42908 -3.83292 -0.25 0.14 1.09 0.118
O 3.18630 0.66630 5.23899 -0.23 -1.43 -0.38 -0.100
H -5.51038 0.28666 -3.75666 -0.55 0.48 -0.86 0.095
H -0.17004 7.12414 -2.00220 0.34 -0.04 -0.57 0.098
C 0.21366 -3.09861 -2.31473 -0.49 -0.18 -0.48 -0.092
C 2.44906 0.21644 -3.06649 0.35 -1.09 -1.36 -0.076
H 3.74615 0.41839 4.49633 0.13 0.56 -0.16 0.036
C 1.19988 4.43984 0.47819 -0.24 -0.41 1.10 -0.080
H -1.20938 -6.61393 -2.84224 -0.32 -1.20 0.40 0.087
C -2.06706 0.78272 -4.77550 1.64 0.13 -0.17 -0.082
C -6.52453 -1.34083 4.04508 0.31 -1.14 1.41 -0.098
C 0.27317 6.30501 -1.45824 1.29 0.18 1.54 -0.070
H -3.01249 -3.05120 -1.03063 0.03 0.18 -0.20 0.093
H -2.29482 -3.74969 2.44617 0.09 -0.15 -0.43 0.104
C -4.52578 -1.79723 5.34175 -0.39 -0.46 0.74 -0.115
C -5.88179 -2.09932 5.02632 1.76 -0.65 0.39 -0.067
C 3.30989 -0.51916 -2.29321 0.56 -1.78 -1.51 -0.095
H 1.47942 3.76963 1.35581 -0.29 0.98 -1.53 0.096
H -5.48488 5.85991 0.16182 -0.19 -0.45 -0.08 0.108
H -2.70115 -3.18000 4.73856 0.24 -0.09 -0.53 0.022
C 4.23778 -3.95752 0.42123 1.22 1.21 0.00 -0.078
C 6.09763 1.65797 3.17425 -2.89 1.02 -1.07 -0.093
C 1.86198 0.42354 1.11510 -1.14 -0.47 0.61 -0.080
C -0.05995 4.34346 -0.08708 -0.40 -0.11 -0.50 -0.083
H -0.61987 2.28802 2.47266 -0.71 0.92 0.73 0.093
H -0.75914 3.57462 0.22434 0.19 -0.11 0.01 0.076
C 3.78975 -1.79368 -2.72660 -1.83 1.57 -0.10 -0.053
C 1.14055 -0.79043 5.04275 1.93 0.39 -0.18 -0.063
C -4.92667 -0.41965 -3.23405 0.82 -1.39 -0.24 -0.093
C -4.54333 4.34115 -2.72053 0.33 -0.68 -1.10 -0.091
H -6.31780 0.28841 2.67934 -0.16 0.06 -0.15 0.102
C 5.48107 -3.36243 0.23832 -0.23 1.50 1.79 -0.072
H -0.38868 -5.32428 2.64958 -0.57 -0.91 0.27 0.058
H 0.12645 -3.40110 -0.21265 -0.09 -0.12 0.30 0.069
H 0.53461 -2.08364 -2.24172 0.36 0.60 0.08 0.082
H -0.84823 -1.01666 -0.25678 -0.47 -0.30 -0.03 0.079
H -2.16939 1.68511 -6.74709 0.03 -0.04 0.13 0.100
H 2.14823 1.16992 -2.70060 -0.49 0.58 -0.05 0.085
C -3.81945 -0.76072 4.73157 -1.62 -1.18 -0.50 -0.090
C -0.05762 -3.61262 -3.58103 0.56 -0.11 0.36 -0.088
C -0.58540 1.92297 -3.20826 -1.41 -3.17 1.07 -0.126
H -1.75568 0.14505 -2.71467 0.44 0.08 -0.67 0.100
C 5.74351 -2.09961 0.88229 1.35 -1.21 -2.19 -0.074
H 2.95563 -1.72823 2.64488 0.12 -0.09 -0.49 0.102
H 0.29056 -3.96414 1.94720 -0.12 0.29 0.58 0.040
C -3.61967 3.21764 -0.85759 -1.12 0.06 0.62 -0.114
C 2.55732 -1.52561 -4.78709 -0.54 0.55 0.26 -0.097
H -4.00171 -2.35962 6.13980 -0.56 0.19 -0.48 0.111
C -3.73601 3.32945 -2.21239 0.43 0.42 -0.54 -0.103
C -0.86094 0.61883 1.15258 -1.21 0.11 -0.08 -0.097
H -4.04445 0.77096 3.27392 0.16 -0.10 -0.32 0.093
C 2.01778 5.48987 0.04862 -0.79 -0.99 0.66 -0.119
C -0.36181 2.83106 -4.15805 2.06 3.00 -0.73 -0.131
C 4.60091 2.58218 1.35641 1.69 -1.51 -0.02 -0.093
C 5.55689 2.22786 0.35963 0.85 -0.39 2.86 -0.033
H 0.82359 -1.81124 5.21111 -0.09 -0.35 -0.31 0.062
H -4.20959 3.86710 1.06909 -0.11 0.31 0.17 0.101
C -0.05463 -3.83540 -1.18043 -0.41 -1.68 -0.70 -0.084
H -1.94261 0.75351 1.11216 0.09 -0.30 -0.10 0.086
C 4.87399 2.23766 2.69223 0.09 0.42 0.81 -0.098
H 3.19762 -1.46472 5.25321 0.12 0.22 -0.19 0.102
H -0.83586 -5.82306 -0.52281 0.38 0.87 -0.58 0.109
C 6.79051 1.63916 0.86545 -2.16 0.55 -1.41 -0.078
H 6.31103 -3.87748 -0.17537 0.41 -0.34 -0.82 0.088
H -3.08335 2.39294 -0.47057 0.73 -0.64 0.53 0.076
H 0.41689 -0.15430 5.52861 -0.05 0.47 0.04 0.064
H 4.05088 -4.90746 -0.04463 -0.37 -0.23 0.04 0.102
C -0.75188 -5.68419 -2.65119 -0.03 0.73 0.60 -0.111
H -3.70033 -0.80522 -0.09753 0.04 0.30 1.22 0.066
C -5.07213 5.08264 -0.48382 -0.93 1.30 -0.52 -0.096
H -0.11537 1.90777 -2.23007 -0.02 0.42 -0.09 0.100
H -5.09797 0.66616 -1.40853 -0.14 1.03 -0.02 0.087
H -0.72420 3.51291 -6.19322 0.49 0.63 -0.11 0.096
C -4.64439 -0.14251 -1.92573 0.60 -1.23 1.98 -0.111
C -1.74614 1.75457 -5.74875 -0.36 -0.64 0.47 -0.084
H 4.99932 -0.56678 2.15328 0.44 0.69 0.01 0.077
C -0.49517 -4.92324 -3.75594 -0.34 2.02 -1.41 -0.104
H -4.61903 -1.88237 -4.82707 0.04 0.21 0.13 0.105
H 0.32524 3.65714 -3.93487 -0.23 -0.21 0.00 0.115
H -2.79659 -0.60119 5.00351 0.36 0.42 -0.05 0.098
H -3.37709 -3.41974 -3.46223 -0.03 -0.10 0.08 0.098
C 1.56424 6.39939 -0.84217 -1.22 1.38 -1.45 -0.095
C -4.42613 -1.61004 -3.79152 -0.52 0.66 0.21 -0.096
C 3.36038 -2.29524 -3.94694 0.05 0.53 0.63 -0.095
H 3.64363 -0.14862 -1.37676 0.43 0.54 1.48 0.070
H 2.91859 0.40655 1.27489 0.57 -0.37 -0.72 0.066
H 6.24204 1.44623 4.21957 0.00 -0.03 0.14 0.104
C -4.33376 4.05711 0.01255 1.38 -1.08 0.13 -0.091
C 3.64407 -2.12956 1.88993 -1.24 0.49 0.90 -0.107
H -0.81274 -5.14207 -4.79236 0.40 -0.62 0.78 0.115
C -5.23223 5.18183 -1.86770 0.41 -0.20 -0.99 -0.092
H -2.55740 -0.11890 -5.08923 -0.67 -0.04 0.15 0.080
H -1.40478 5.02162 -1.63897 -0.62 0.14 0.32 0.087
H 1.67239 -1.10214 -0.30066 0.45 -1.44 -1.15 0.058
H 7.92540 0.82623 2.52643 -0.45 0.39 -0.48 0.117
C 6.99641 1.33477 2.20694 1.73 -0.37 -0.27 -0.144
H -7.54127 -1.57053 3.86706 -0.91 0.00 -0.51 0.091
C 3.33369 -3.28616 1.25351 -0.52 -1.99 -0.49 -0.091
C -1.49840 -3.46472 3.12998 -0.12 -2.01 1.09 -0.255
O -1.98059 -3.76827 4.46883 0.50 -0.06 -0.17 -0.106
C 1.11107 -0.47749 0.30775 0.30 2.28 2.15 -0.059
H -1.37741 -2.41905 3.04046 0.63 1.24 -0.18 0.075
C -3.49993 -2.30571 -1.65505 -0.52 2.60 1.30 -0.066
H -5.83907 5.86049 -2.43942 -0.38 0.78 0.74 0.096
C -1.44466 0.83338 -3.52121 -0.63 0.68 0.36 -0.075
H 3.62841 2.98399 1.12290 -0.02 0.15 -0.22 0.068
H 0.12798 -2.97231 -4.42559 -0.08 0.08 -0.26 0.089
H 4.06730 2.47953 3.39467 0.46 -0.10 0.04 0.091
C -3.92526 -1.03194 -1.09823 0.10 -2.16 -2.81 -0.056
C 1.23245 1.31252 1.96276 -0.09 1.38 0.12 -0.119
C -0.19681 -4.30243 2.88304 -1.11 1.45 -1.37 -0.055
H 1.26483 -0.52774 3.96986 -0.71 -0.38 0.51 0.057
C 4.82393 -1.47439 1.62424 -1.13 0.03 1.30 -0.114
C -0.88958 2.78845 -5.42891 -1.20 -0.88 -0.34 -0.091
C 2.07670 -0.29286 -4.34346 1.77 -0.89 2.11 -0.063
C -0.55727 -5.15334 -1.37269 0.05 -0.27 0.91 -0.074
C -0.16651 1.52033 1.92580 2.16 -1.99 -0.74 -0.089
H 6.66438 -1.54361 0.74544 0.31 -0.51 -0.22 0.099
H 1.45172 0.28101 -4.91854 -1.49 1.21 -1.50 0.064
H 0.49325 -4.25584 3.69251 0.46 0.25 0.68 0.059
H 2.22292 7.24889 -1.00197 -0.29 0.05 -0.37 0.101
H -6.28530 -3.02469 5.51730 -0.05 1.30 -0.59 0.118
H 4.27865 -2.39425 -2.00509 0.78 -0.53 0.31 0.066
H 2.22192 -1.89647 -5.75583 0.18 -0.01 0.23 0.105
```
Forces are in eV/Å.

***

(2)
C5H8NO2 as an isolated structure at a distorted geometry, computed with ωB97M-V/def2-TZVPD.

The calculation puts the relative energy (zero: lowest compared OMol25 entry of this formula, charge and spin) at 134.50 kcal per mole. The HOMO energy (alpha / beta) comes out at -14.762 / -14.870 eV. As for the HOMO-LUMO gap (alpha / beta): 6.378 / 7.150 eV. The value obtained for the calculated total energy is -400.07795 hartree. The charge is +1.

Structure (XYZ):
```
16
Properties=species:S:1:pos:R:3:forces:R:3:lowdin_charge:R:1
C -1.10611 -0.13237 0.51194 0.80 0.77 0.58 -0.148
H -1.58810 0.71908 0.98731 -1.11 -0.43 -0.16 0.133
C -0.11402 -0.70769 -1.75256 1.49 0.14 -0.02 -0.056
H -0.28304 -0.48593 2.59302 1.26 0.31 -2.48 0.209
N 1.01172 0.68154 1.26715 2.13 0.78 2.64 -0.106
C 0.07261 -0.37414 1.46291 -1.68 -2.85 1.65 -0.076
H 0.56850 -1.31174 1.05447 -0.01 0.87 0.98 0.176
H -1.17229 -1.08796 -2.01688 2.10 -0.29 -0.47 0.144
H -1.66786 -1.04797 0.32314 -0.43 0.25 0.61 0.143
H 0.52286 -0.18624 -2.52963 -1.41 -0.91 0.08 0.113
H -1.12504 1.17233 -1.12824 -0.17 0.92 -1.04 0.126
C 1.15892 1.03807 -0.07643 -1.47 0.92 -5.66 -0.162
O 1.53839 1.33606 2.14553 -0.93 -0.67 -0.89 0.282
O 2.03911 1.47297 -0.75863 -1.20 -1.01 2.35 0.247
H 0.69782 -1.43310 -1.27912 -2.37 0.90 -0.82 0.138
C -0.55347 0.34708 -0.80397 2.99 0.29 2.65 -0.164
```
Forces are in eV/Å.

***

(3)
A 2-piece molecular cluster, CH6N4O overall at a distorted geometry, computed with ωB97M-V/def2-TZVPD.

The calculation puts the relative energy (zero: lowest compared OMol25 entry of this formula, charge and spin) at 67.30 kcal per mole. The HOMO energy comes out at -8.681 eV. As for the HOMO-LUMO gap: 9.665 eV. The value obtained for the calculated total energy is -335.88935 hartree. Its SMILES is [H]/N=N/N=C\N.O.

Structure (XYZ):
```
12
Properties=species:S:1:pos:R:3:forces:R:3:lowdin_charge:R:1
H -2.83708 -0.49353 0.68620 0.36 0.41 -0.09 0.060
N -1.62083 0.47416 -0.34290 -2.42 0.35 2.25 -0.115
H 1.07093 1.13374 -2.02550 0.09 -0.16 0.00 0.120
H -0.31782 -1.39041 0.62309 -0.14 -0.26 0.04 -0.040
H 0.94083 0.80517 0.89526 0.16 0.00 -0.08 0.076
N -0.63194 0.57786 -1.12293 1.39 -0.76 -2.00 0.003
H 0.61628 -2.47426 1.20661 -0.03 0.01 0.01 0.030
C 0.57482 0.95505 -1.07999 -0.34 0.26 0.71 -0.248
N -1.92148 -0.60520 0.24031 0.77 0.13 -0.95 0.026
N 1.25851 1.28373 0.06130 0.00 -0.04 -0.01 0.099
O 0.60455 -1.56837 0.88875 0.29 0.07 0.07 -0.103
H 2.26324 1.30206 -0.03022 -0.13 0.00 0.04 0.091
```
Forces are in eV/Å.

***

(4)
One molecule with the formula C5H11NSi at a distorted geometry, computed with ωB97M-V/def2-TZVPD.

The calculation puts the relative energy (zero: lowest compared OMol25 entry of this formula, charge and spin) at 132.04 kcal per mole. The HOMO energy comes out at -7.576 eV. As for the HOMO-LUMO gap: 7.819 eV. The value obtained for the calculated total energy is -541.17089 hartree.

Structure (XYZ):
```
18
Properties=species:S:1:pos:R:3:forces:R:3:lowdin_charge:R:1
H -1.20992 -2.05018 1.10036 0.32 0.75 -0.57 0.094
H -1.71123 2.02476 1.22693 0.27 0.75 1.34 -0.073
C -1.62632 -1.44065 0.26588 0.30 -2.62 -2.11 -0.147
N -1.03695 -0.14933 0.00942 -0.06 -0.72 0.16 -0.294
C 3.22439 -0.06330 0.24793 0.30 1.21 -1.32 -0.207
H 0.90382 -1.13162 -0.09811 -1.35 0.93 0.36 0.130
H 0.57365 1.88148 -0.57420 -1.00 0.88 0.28 0.010
C 1.01274 0.99054 -0.21780 3.87 0.40 -0.25 -0.205
H -3.32072 0.97332 0.05387 -0.98 -0.17 -0.55 -0.065
H 3.20388 0.09286 1.30044 0.77 -0.11 1.45 0.064
C 0.31196 -0.16636 -0.10645 0.87 0.21 0.07 -0.177
H -2.66101 -1.44731 0.46328 -1.36 0.76 0.34 0.037
H -1.39649 2.18331 -0.94184 0.50 1.71 -2.55 -0.090
H -1.60224 -2.09921 -0.71326 0.31 1.00 1.80 0.122
C 2.51212 1.21519 -0.05582 -2.54 -1.24 -0.77 -0.030
H 4.27391 -0.00399 -0.17986 -1.28 -0.58 0.80 0.089
H 2.62696 -0.96036 0.09319 0.71 -0.49 -0.38 0.029
Si -1.95726 1.39054 -0.00646 0.35 -2.67 1.89 0.715
```
Forces are in eV/Å.

***

(5)
An isolated ion of composition C2H5N2S and charge +1 at a distorted geometry, computed with ωB97M-V/def2-TZVPD.

The calculation puts the relative energy (zero: lowest compared OMol25 entry of this formula, charge and spin) at 38.82 kcal per mole. The HOMO energy comes out at -14.118 eV. As for the HOMO-LUMO gap: 10.112 eV. The value obtained for the calculated total energy is -586.56527 hartree. The charge is +1. Its SMILES is [H]/N=C1\S[C@H]1[NH3+].

Structure (XYZ):
```
10
Properties=species:S:1:pos:R:3:forces:R:3:lowdin_charge:R:1
H 2.25630 -1.49473 -1.21055 1.98 0.09 -0.72 0.070
H -0.30478 -0.36911 1.76707 -0.34 1.07 -1.69 0.165
S 1.43896 1.08093 0.55506 -0.08 0.90 0.42 1.022
C 1.11111 -0.49366 -0.03331 -1.57 2.20 1.59 -0.714
H -1.94668 -0.06445 -0.02371 -3.54 -3.07 0.37 0.115
H -1.11940 0.72336 -1.15598 0.88 -0.92 0.93 0.215
H -1.56520 1.42687 0.14469 -0.70 1.77 1.16 0.145
N -1.23708 0.54135 -0.12450 3.18 1.80 -1.19 0.221
N 1.45130 -1.45470 -0.66698 -1.88 -2.33 -0.55 0.184
C -0.08453 0.10414 0.74821 2.08 -1.52 -0.32 -0.425
```
Forces are in eV/Å.

***

(6)
C2H2Cl5P as an isolated structure at a distorted geometry, computed with ωB97M-V/def2-TZVPD.

The calculation puts the relative energy (zero: lowest compared OMol25 entry of this formula, charge and spin) at 18.16 kcal per mole. The HOMO energy comes out at -9.325 eV. As for the HOMO-LUMO gap: 9.090 eV. The value obtained for the calculated total energy is -2719.68302 hartree.

Structure (XYZ):
```
10
Properties=species:S:1:pos:R:3:forces:R:3:lowdin_charge:R:1
Cl 2.95324 1.23258 0.01293 0.33 0.12 0.39 0.477
C 1.69139 0.05139 -0.27908 -3.13 3.47 -2.55 -1.396
H -1.38480 -1.22372 1.37789 0.57 -0.99 1.35 -0.020
P -0.16276 1.02557 0.73043 1.47 -3.04 0.51 0.479
C -1.40351 -0.53427 0.59860 -0.34 2.09 -2.46 -1.275
Cl -0.90382 2.12292 -0.72638 -0.16 0.47 -1.07 0.203
H 1.43583 0.21972 -1.42450 0.29 -0.81 2.47 0.042
Cl -3.11840 0.03564 0.55501 0.47 0.16 0.47 0.448
Cl 2.07874 -1.52403 0.10859 0.27 -1.40 0.60 0.577
Cl -1.18590 -1.40580 -0.95349 0.24 -0.06 0.29 0.465
```
Forces are in eV/Å.